[1]
# C3H6N2O

C3H6N2O in the gas phase at a distorted geometry (the ωB97M-V functional and the def2-TZVPD basis, OMol25).

```
12
Properties=species:S:1:pos:R:3:forces:R:3
O 3.126637 -0.639863 -0.122996 2.1 -0.7 -0.1
N 2.012220 -0.282403 0.079696 -5.2 0.6 1.1
N 1.500171 0.842827 -0.231696 0.7 -0.2 -0.4
C -0.776966 -0.161787 -0.530723 -0.5 0.2 -1.1
C -1.853178 -0.608660 0.105426 2.3 1.1 0.4
C 0.057736 0.983934 -0.048752 -0.8 0.8 1.2
H 1.278050 -0.975351 0.594611 1.7 1.1 -1.1
H -0.305194 2.016012 -0.291253 0.8 -0.9 -1.2
H -0.538103 -0.605133 -1.492382 0.4 -0.1 0.1
H -2.048328 -0.126335 1.022740 -0.7 0.2 1.1
H -0.246458 1.118209 0.988450 0.6 -0.5 0.8
H -2.206585 -1.561447 -0.073125 -1.5 -1.5 -0.8
```
Positions in Å, forces in eV/Å.

Its SMILES is C=CC/N=[NH+]/[O-]. The HOMO-LUMO gap comes out at 0.3812 Eh. The total energy is -302.50484 a.u. As for the charge: 0. The HOMO energy is -9.664 eV. As for the spin multiplicity: 1. For the relative energy (zero: lowest compared OMol25 entry of this formula, charge and spin), the calculation gives 118.1 kcal per mole.

---

[2]
# C4H8O2

C4H8O2 in the gas phase (the ωB97M-V functional and the def2-TZVPD basis, OMol25).

```
14
Properties=species:S:1:pos:R:3:forces:R:3
O 0.500039 -0.650835 0.933144 0.3 0.2 -0.4
O -0.258847 0.561710 -0.807111 0.1 0.1 -0.5
C 1.074938 0.996135 -0.601788 0.0 0.1 0.0
C -1.999385 -0.349073 0.419265 0.2 -0.1 0.2
C -0.547168 -0.576940 -0.017242 -0.3 0.1 -0.3
C 1.678041 -0.116486 0.258300 -0.4 -0.1 0.2
H -2.114802 0.523328 1.070078 0.2 -0.2 0.0
H 1.078605 1.962823 -0.079921 -0.1 -0.2 -0.1
H 2.351185 0.209235 1.054902 -0.1 0.1 -0.2
H -2.539878 -0.119727 -0.512900 0.2 -0.1 0.3
H -2.476922 -1.224767 0.864288 0.2 0.0 0.1
H 2.238685 -0.828732 -0.383795 -0.7 -0.1 0.4
H -0.517297 -1.514619 -0.606630 0.1 0.4 -0.2
H 1.532806 1.127949 -1.590585 0.2 -0.1 0.3
```
Positions in Å, forces in eV/Å.

Its SMILES is CC1OCCO1. The HOMO-LUMO gap comes out at 0.3985 Eh. The total energy is -307.65834 a.u. As for the charge: 0. The HOMO energy is -9.746 eV. As for the spin multiplicity: 1. For the relative energy (zero: lowest compared OMol25 entry of this formula, charge and spin), the calculation gives 33.9 kcal per mole.

---

[3]
# C6H13N3O2S

C6H13N3O2S in the gas phase at a distorted geometry (the ωB97M-V functional and the def2-TZVPD basis, OMol25).

```
25
Properties=species:S:1:pos:R:3:forces:R:3
S 1.504498 -0.220436 2.920764 -2.5 -1.5 -1.3
O -3.038069 1.304849 -1.484406 3.3 -1.8 1.1
O -2.168717 -0.409010 -0.114930 -0.8 1.7 -2.8
N -0.782436 -1.998176 2.472081 2.9 3.4 2.1
N 0.532746 -1.446475 0.639323 -1.3 -1.9 1.5
N -0.518144 2.804304 -0.855556 -0.7 -1.2 -1.8
C -2.025697 0.805785 -0.971095 -8.9 -1.5 0.0
C 1.730421 -1.104077 -0.149434 0.9 -0.4 0.6
C 0.372479 -1.153659 2.002611 -0.3 -1.4 0.2
C -0.809909 1.357485 -0.689680 7.6 0.9 2.0
C 1.689288 0.418339 -0.719062 3.2 -2.9 2.8
C 0.371307 0.498428 -1.352300 -0.9 2.7 -3.5
H 1.755490 -1.798800 -0.988762 -0.7 0.4 -0.6
H 0.754183 1.015355 -2.339030 -2.1 -0.9 1.1
H 2.751329 0.511768 -1.239891 -2.7 0.0 0.0
H 2.635051 -1.547464 0.354830 -0.5 1.5 0.2
H -1.247437 -0.661782 -0.087481 0.6 -0.9 0.7
H -0.813613 0.964706 0.455145 0.9 2.2 -2.0
H -1.296727 3.134873 -0.320620 -0.4 1.6 -0.1
H -1.495224 -2.255545 1.774053 0.2 0.7 0.9
H -0.610297 3.120373 -1.909556 -0.1 -1.0 2.9
H 0.090832 -2.444206 0.609459 1.6 2.3 -1.1
H -1.010522 -1.635271 3.476457 -0.2 -1.3 -2.8
H 1.774739 1.173588 0.057855 0.0 -0.2 0.5
H -0.145571 -0.434949 -1.540777 0.9 -0.5 -0.7
```
Positions in Å, forces in eV/Å.

Its SMILES is NC(=S)NCCC[C@@H](N)C(=O)O. The HOMO-LUMO gap comes out at 0.3369 Eh. The total energy is -949.24214 a.u. As for the charge: 0. The HOMO energy is -8.866 eV. As for the spin multiplicity: 1. For the relative energy (zero: lowest compared OMol25 entry of this formula, charge and spin), the calculation gives 98.6 kcal per mole.